No. 1
Here is a molecular structure, C2H6CsO from the Open Molecules 2025 dataset. Energies are from ωB97M-V/def2-TZVPD.

Last column: Mulliken charge in e.
Positions of all 10 atoms, in Å:
Cs 19.068 3.337 -0.460  1.02
C 24.152 3.108 -0.926  -1.01
C 22.797 2.492 -1.180  0.23
O 22.585 2.358 -2.589  -0.52
H 24.819 2.840 -1.745  0.30
H 24.595 2.719 -0.009  0.30
H 24.113 4.191 -0.838  0.27
H 22.004 3.140 -0.749  -0.29
H 22.670 1.522 -0.686  0.40
H 21.997 1.618 -2.765  0.31

Charge ... +1
E_LUMO ... -4.07 eV
Kohn-Sham gap ... 9.722 eV
Multiplicity ... 1



No. 2
Here is a molecular structure, C49H39Cl2N5O4S2Zr from the Open Molecules 2025 dataset. Energies are from ωB97M-V/def2-TZVPD.

Last column: Mulliken charge in e.
Positions of all 102 atoms, in Å:
Zr 0.430 0.356 -0.525  0.57
C 0.233 -0.995 3.022  -1.89
C 0.885 0.212 2.433  1.12
N 1.796 -0.005 1.521  -0.88
N 2.672 1.076 1.374  0.52
C 3.523 1.000 0.425  0.45
S 3.754 -0.317 -0.734  -0.44
S 4.578 2.346 0.093  -0.20
C 3.604 3.717 0.765  -0.48
C 3.794 4.066 2.221  0.64
C 4.236 3.157 3.173  0.07
C 4.335 3.526 4.507  -0.89
C 3.991 4.808 4.908  -0.44
C 3.553 5.725 3.962  -0.59
C 3.460 5.354 2.630  -0.41
C 0.493 1.558 2.817  -0.08
C 0.160 1.904 4.130  -0.56
C -0.235 3.186 4.444  -1.02
C -0.339 4.130 3.419  -0.49
C -0.068 3.799 2.109  -0.73
C 0.349 2.504 1.768  1.35
O 0.549 2.186 0.506  -1.42
H 0.752 -1.217 3.960  0.60
H 0.367 -1.853 2.364  -0.01
H -0.820 -0.832 3.248  0.46
H 2.561 3.468 0.559  -0.22
H 3.871 4.569 0.138  0.74
H 4.502 2.153 2.871  0.28
H 4.682 2.805 5.237  0.41
H 4.068 5.095 5.949  0.40
H 3.289 6.731 4.262  0.40
H 3.118 6.075 1.895  0.37
H 0.257 1.159 4.912  0.46
H -0.456 3.458 5.467  0.42
H -0.650 5.141 3.655  0.42
H -0.180 4.521 1.310  0.52
Cl -2.866 4.542 -5.479  -0.24
C -2.417 3.531 -4.135  0.13
C -3.094 3.661 -2.937  -0.73
C -2.728 2.852 -1.875  0.91
Cl -3.576 2.999 -0.360  -0.22
C -1.702 1.915 -1.983  -1.05
O -1.393 1.124 -0.956  0.76
C -1.030 1.807 -3.213  0.12
C 0.069 0.775 -3.302  0.12
O 0.988 1.020 -2.242  -0.71
C -1.388 2.612 -4.278  -0.95
H -3.892 4.381 -2.827  0.48
H 0.593 0.839 -4.258  0.71
H -0.870 2.520 -5.223  0.47
C 4.078 -2.938 2.327  -0.66
C 3.159 -3.916 1.967  -0.95
C 2.455 -3.803 0.779  -0.40
C 2.626 -2.703 -0.064  0.26
C 3.543 -1.729 0.328  1.34
C 4.278 -1.848 1.497  -0.48
C 1.941 -2.669 -1.380  -0.84
C 2.283 -3.656 -2.304  -0.59
C 1.722 -3.681 -3.552  -1.85
C 0.735 -2.731 -3.911  1.38
C 0.036 -2.761 -5.115  -0.85
C -1.057 -1.874 -5.303  -1.00
C -1.416 -0.938 -4.401  -0.98
C -0.569 -0.654 -3.190  2.72
C 0.458 -1.735 -2.911  -0.48
N 1.049 -1.705 -1.708  1.08
H 4.644 -3.030 3.245  0.43
H 3.003 -4.775 2.607  0.43
H 1.752 -4.573 0.486  0.53
H 4.996 -1.080 1.761  0.44
H 3.026 -4.391 -2.017  0.50
H 2.011 -4.437 -4.273  0.41
H 0.280 -3.511 -5.855  0.34
H -1.667 -1.993 -6.194  0.43
H -2.295 -0.322 -4.547  0.53
H -1.231 -0.627 -2.312  -1.29
C -5.203 -2.879 0.686  -1.09
N -4.242 -1.808 0.485  0.01
N -2.935 -2.160 0.210  0.65
C -2.129 -1.121 0.574  0.32
O -0.918 -1.110 0.211  0.06
C -2.930 -0.172 1.248  -0.74
C -4.214 -0.642 1.184  0.00
C -5.456 -0.056 1.753  -1.88
C -2.604 -3.013 -0.900  -0.74
C -3.187 -2.803 -2.138  0.72
C -2.779 -3.584 -3.209  -0.61
C -1.796 -4.550 -3.038  -0.55
C -1.213 -4.734 -1.792  -0.60
C -1.618 -3.967 -0.712  -0.10
H -5.077 -3.611 -0.108  0.35
H -6.205 -2.462 0.621  0.39
H -5.064 -3.363 1.655  0.33
H -2.596 0.779 1.625  0.79
H -5.241 0.938 2.135  0.41
H -5.839 -0.667 2.573  0.38
H -6.235 0.024 0.994  0.41
H -3.921 -2.017 -2.269  0.45
H -3.203 -3.410 -4.188  0.33
H -1.455 -5.129 -3.884  0.31
H -0.426 -5.466 -1.665  0.35
H -1.162 -4.078 0.263  0.39

Charge ... 0
E_LUMO ... -0.61 eV
Kohn-Sham gap ... 4.473 eV
Multiplicity ... 1



No. 3
Here is a molecular structure, C4H2EuO2 at a distorted geometry from the Open Molecules 2025 dataset. Energies are from ωB97M-V/def2-TZVPD.

Last column: Mulliken spin population.
Positions of all 9 atoms, in Å:
H -1.744 1.614 0.478  0.00
C -1.086 0.761 0.287  0.00
C 0.229 0.816 0.301  0.00
O -1.834 -0.358 0.061  0.00
O -1.018 -1.534 -0.180  -0.02
Eu -2.466 -1.839 -1.998  7.02
C 2.692 0.183 0.378  0.00
C 1.530 0.535 0.154  0.00
H 3.697 -0.178 0.518  0.00

Charge ... +2
E_LUMO (alpha / beta) ... -10.52 / -10.52 eV
Expectation value of S² ... 15.760
Kohn-Sham gap (alpha / beta) ... 6.723 / 6.785 eV
Multiplicity ... 8



No. 4
Here is a molecular structure, C13H15NiPSe2 at a distorted geometry from the Open Molecules 2025 dataset. Energies are from ωB97M-V/def2-TZVPD.

Last column: Mulliken spin population.
Positions of all 32 atoms, in Å:
Ni -1.224 0.056 -2.003  1.24
C -3.615 0.710 -4.574  -0.01
H -4.508 0.346 -4.042  0.00
H -3.726 1.788 -4.769  0.00
H -3.547 0.191 -5.542  0.00
H -2.675 0.512 -3.947  0.04
H -1.455 0.157 -3.607  -0.08
Se -0.057 -0.393 -3.811  0.37
P -0.295 -0.052 -0.048  0.22
Se -2.432 0.458 -0.168  0.14
C 0.111 -1.489 0.999  0.02
C -0.595 -2.686 0.760  0.03
C -0.327 -3.813 1.532  -0.02
C 0.625 -3.762 2.558  0.02
C 1.301 -2.560 2.823  -0.01
C 1.053 -1.429 2.042  0.01
C 0.818 1.239 0.547  0.03
C 0.541 1.858 1.774  0.00
C 1.345 2.915 2.199  0.00
C 2.402 3.358 1.393  0.00
C 2.676 2.727 0.172  0.00
C 1.886 1.665 -0.262  -0.01
H -1.358 -2.710 -0.019  0.00
H -0.862 -4.743 1.338  0.00
H 0.837 -4.644 3.156  0.00
H 2.018 -2.504 3.637  0.00
H 1.594 -0.506 2.249  0.00
H -0.294 1.503 2.381  0.00
H 1.148 3.389 3.159  0.00
H 3.016 4.198 1.722  0.00
H 3.509 3.069 -0.442  0.00
H 2.090 1.154 -1.207  -0.01

Charge ... 0
E_LUMO (alpha / beta) ... 0.17 / -1.20 eV
Expectation value of S² ... 2.026
Kohn-Sham gap (alpha / beta) ... 7.706 / 7.528 eV
Multiplicity ... 3



No. 5
Here is a single C3H4BrN3O molecule at a distorted geometry from the Open Molecules 2025 dataset. Energies are from ωB97M-V/def2-TZVPD.

Last column: Mulliken charge in e.
Positions of all 12 atoms, in Å:
C 0.373 -1.542 1.106  -0.31
C -0.800 -0.538 0.295  0.12
C -0.520 1.396 -1.167  -0.68
N 1.237 0.255 0.059  -0.98
N -0.005 0.343 -0.236  0.65
N 1.443 -0.829 0.829  0.88
O 2.622 -1.049 1.140  -0.75
Br -2.604 -0.792 0.207  -0.10
H 0.045 -2.176 1.825  0.40
H 0.187 1.392 -2.087  0.26
H -1.560 1.217 -1.331  0.19
H -0.416 2.324 -0.640  0.32

Charge ... 0
E_LUMO ... 0.35 eV
Structure (SMILES) ... Cn1n[n+]([O-])cc1Br
Kohn-Sham gap ... 9.042 eV
Multiplicity ... 1



No. 6
Here is a molecular structure, C3H5F4NO3S2 at a distorted geometry from the Open Molecules 2025 dataset. Energies are from ωB97M-V/def2-TZVPD.

Last column: Mulliken charge in e.
Positions of all 18 atoms, in Å:
C -0.684 0.501 -2.471  -1.00
C 2.068 -0.819 -0.927  0.24
C -1.238 1.043 2.067  0.33
N -0.784 -0.553 -0.030  -0.31
O 0.322 1.655 -0.345  -0.65
O 1.079 -0.281 1.657  -0.59
O -0.892 -1.631 2.243  -0.61
F 2.596 -0.715 -2.148  -0.21
F 1.602 -2.063 -0.757  -0.21
F -2.537 0.730 2.111  -0.24
F -0.846 1.404 3.293  -0.22
S 0.160 0.414 -1.043  0.84
S -0.323 -0.510 1.585  1.09
H -0.363 1.332 -3.075  0.34
H -0.679 -0.442 -2.992  0.35
H 2.727 -0.502 -0.126  0.32
H -1.052 1.849 1.348  0.24
H -1.157 -1.413 -0.390  0.30

Charge ... 0
E_LUMO (alpha / beta) ... -0.19 / -0.19 eV
Kohn-Sham gap (alpha / beta) ... 8.810 / 8.810 eV
Multiplicity ... 1



no.,molecular weight (g/mol),calculated total energy (a.u.)
1,178.97,-174.953184
2,988.15,-4229.320533
3,234.02,-1013.510491
4,418.85,-7156.854946
5,177.99,-2930.045221
6,243.20,-1593.452181